Record 1
Here is the molecule C2H8N2O3S at a distorted geometry from OMol25. Energies are from ωB97M-V/def2-TZVPD.

ORCA input file:
```
! wB97M-V def2-TZVPD RIJCOSX def2/J DEFGRID3
* xyz 0 1
N -0.97395 0.96405 1.39441
H -0.05804 1.12524 1.77417
H -1.44609 1.75764 0.96042
H -2.68696 0.30288 -0.83823
H 1.75345 -1.61842 -1.23605
C -0.80535 0.02965 0.39845
O 0.16605 0.63638 -0.83767
C -1.95745 -0.39943 -0.38297
H -1.50169 -0.82177 -1.34454
N 1.71121 -1.12595 -0.26696
O 2.56862 0.94946 -1.35196
S 1.70190 0.57090 -0.37714
O 1.91535 1.10681 0.92512
H -0.16356 -0.84268 0.60261
H 2.28169 -1.46801 0.51515
H -2.50518 -1.16675 0.06519
*
```

Computed properties:
HOMO-LUMO gap = 11.021 eV
HOMO = -10.391 eV
SMILES string = C[C@H](N)OS(N)(=O)=O

These are the Löwdin partial charges, in e, on atoms 1 to 5:
1. N 0.11
2. H 0.07
3. H 0.12
4. H 0.10
5. H 0.13

Record 2
Here is a cluster of 4 separate species, C25H47F3NO6 in total at a distorted geometry from OMol25. Energies are from ωB97M-V/def2-TZVPD.

ORCA input file:
```
! wB97M-V def2-TZVPD RIJCOSX def2/J DEFGRID3
* xyz -1 1
H -0.90073 -4.06646 -2.04948
C 1.61014 -2.41115 -4.01501
H -1.41977 -1.03644 -1.24832
H 0.49850 -3.46568 5.99509
O -1.81897 -5.81977 4.09023
H -4.69108 -3.71577 -1.38455
H 1.86569 -4.42755 -4.65015
C -1.35968 -5.08983 4.93354
C 1.56861 -3.47108 -5.08299
C 0.33434 2.37428 0.21464
C -1.59904 -1.18632 -0.12754
C -0.38124 0.32025 1.79036
H -2.20470 1.56022 1.14491
H -0.02871 -0.11143 2.79532
H -4.33572 -1.89934 -1.01588
O 2.70227 4.02700 -2.03465
H -1.77294 1.66708 2.98515
C -0.80715 -2.63888 -3.65891
H 3.76183 6.29133 -5.38203
H 4.32809 7.56534 -4.31714
C -0.31572 -0.84081 0.71836
H -0.86503 4.54721 -0.85175
C -4.46836 -2.94577 -0.57617
O 4.29025 5.31621 -2.88196
C 0.75676 1.40986 1.40990
H 2.27519 -3.19745 -5.86710
H -1.51723 -1.95403 -3.19194
F -0.52528 7.96952 1.68348
H 1.58927 -4.79528 6.31040
H 1.16195 2.29987 -0.58893
C 3.33379 4.36916 -2.99848
H 0.15374 -5.64158 8.14804
O 2.63867 -1.84078 -3.74981
C -2.13032 -3.89402 5.42308
C -3.18570 -3.28621 0.28139
C 0.54234 -4.49103 6.36814
C -0.85720 6.65973 1.21110
O -0.18052 -5.38469 5.51136
H -2.81270 -4.20729 6.21494
C 4.64378 6.67499 -4.86571
H 0.03312 -1.79646 1.24948
H -0.66142 2.11165 -0.28397
C -1.04634 -4.03798 -3.13024
H 0.66505 -3.96899 8.45783
H 5.38346 6.96674 -5.61475
H 5.57630 4.75121 -4.42963
F -2.16596 6.73309 0.70313
H 3.86652 3.79675 -5.03873
H 0.98760 1.98623 2.35586
H 2.67446 2.79454 -4.25300
H -0.34632 -4.75588 -3.56390
H -2.56376 -0.66827 0.13037
H 0.53248 -0.59878 -0.01262
N 0.40503 3.75759 0.74121
H 0.94576 4.57304 -1.16574
H 0.59831 -3.57013 -5.56564
H -1.50043 -3.08132 5.77896
H 2.21086 4.41945 -4.80725
C -1.89026 -2.76623 0.07194
H -0.98097 -3.44794 0.08312
C -1.77498 1.01337 2.05273
H 0.04489 6.90961 -0.80051
C 5.22365 5.64753 -3.91408
H -2.70806 -3.49207 4.59010
H -0.97037 -2.56434 -4.73679
H -3.44705 -5.36931 1.18361
H -0.97992 -4.32475 7.90471
H -2.06292 -4.36637 -3.35624
H -2.47959 -4.22790 2.22967
C 0.15417 4.71976 -0.33478
H -4.30528 -3.94307 2.06400
C 0.06936 -4.60829 7.80315
H -5.37407 -2.95612 0.12618
F -0.86377 5.85752 2.35491
C -3.37282 -4.29156 1.52658
H 1.24487 6.53080 0.50313
C 3.01214 3.82517 -4.36445
H -2.53407 0.17538 2.27033
H 6.09327 6.07618 -3.41131
O 0.49841 -2.16785 -3.29993
H 1.72462 0.88102 1.09365
C 0.20664 6.24351 0.11797
*
```

Computed properties:
HOMO-LUMO gap = 3.529 eV
HOMO = -1.259 eV

These are the Löwdin partial charges, in e, on atoms 1 to 5:
1. H 0.06
2. C -0.53
3. H 0.09
4. H 0.12
5. O 0.09

Record 3
Here is the molecule C2H2Cl2O2S at a distorted geometry from OMol25. Energies are from ωB97M-V/def2-TZVPD.

ORCA input file:
```
! wB97M-V def2-TZVPD RIJCOSX def2/J DEFGRID3
* xyz 0 1
O 0.59118 -1.82968 0.63167
Cl 1.95931 -0.52565 -1.39450
C -1.62969 0.11156 -0.32251
C -0.15229 0.52214 0.18711
Cl 0.19829 2.18608 0.30265
S 1.12315 -0.54232 0.46317
O 1.97315 -0.03564 1.45752
H -2.10719 0.98671 -0.64790
H -1.95592 -0.87322 -0.67721
*
```

Computed properties:
HOMO-LUMO gap (spin up / spin down) = 8.444 / 8.452 eV
HOMO (spin up / spin down) = -9.994 / -9.960 eV
SMILES string = C=C(Cl)S(=O)(=O)Cl

These are the Löwdin partial charges, in e, on atoms 1 to 5:
1. O -0.32
2. Cl 0.41
3. C 0.12
4. C -0.87
5. Cl 0.69

Record 4
Here is a cluster of 3 separate species, C5H16NO2 in total at a distorted geometry from OMol25. Energies are from ωB97M-V/def2-TZVPD.

ORCA input file:
```
! wB97M-V def2-TZVPD RIJCOSX def2/J DEFGRID3
* xyz 1 1
H 2.38412 -1.57637 0.45124
H -0.10479 -1.28033 1.30710
H 0.26118 1.08539 1.38954
H -0.40036 -4.18626 -0.68492
H -1.44349 1.41787 1.67533
H -0.30126 3.32387 0.63061
C -0.70081 1.22217 0.89140
H 2.61728 1.95410 -1.44523
H -1.03339 -2.03190 0.14610
C 1.79883 2.01130 -0.72728
H 2.15141 1.96962 0.30960
H 1.40034 -2.76424 0.29906
H -0.49299 -0.05028 -0.79049
H -2.10947 0.12511 -0.38442
C 0.54176 2.31735 -1.02526
H 0.27856 2.36624 -2.08229
C -1.12857 0.03380 0.08197
O -0.19587 -3.27575 -0.93761
H -1.73760 -1.29948 1.54826
N -1.01850 -1.26056 0.83034
H -0.29540 -3.27647 -1.89802
C -0.56424 2.45893 0.00157
O 1.61605 -1.99373 0.85386
H -1.52279 2.70961 -0.44045
*
```

Computed properties:
HOMO-LUMO gap = 9.782 eV
HOMO = -12.912 eV

These are the Löwdin partial charges, in e, on atoms 1 to 5:
1. H 0.07
2. H 0.12
3. H 0.11
4. H 0.09
5. H 0.13

Record 5
Here is a structure of composition C16H24N2O8Zn at a distorted geometry from OMol25. Energies are from ωB97M-V/def2-TZVPD.

ORCA input file:
```
! wB97M-V def2-TZVPD RIJCOSX def2/J DEFGRID3
* xyz 0 1
H 10.42665 6.01352 5.74406
C 12.70022 8.52746 9.59314
C 8.09247 5.23688 7.27939
C 8.18846 7.62805 7.17011
C 9.77479 10.49704 8.09631
C 8.41216 9.35237 14.41208
H 13.61104 9.90128 7.67948
C 10.58023 9.55222 8.98884
C 8.38495 9.01584 6.65892
Zn 7.85515 8.89178 9.68749
O 6.66357 12.62641 11.35705
H 7.05229 5.33958 7.37237
H 8.44436 5.23487 8.31131
H 5.22543 9.61844 13.31855
N 11.87950 9.40443 8.74094
H 6.44674 7.16513 12.78766
H 9.33144 8.78535 14.61102
H 9.28920 9.17414 5.98417
C 9.40220 6.37508 5.43069
H 7.25149 7.65441 15.23002
H 12.86187 7.59724 9.00670
H 9.65396 7.26625 4.84126
C 5.23331 8.90265 11.20029
H 8.42724 10.19651 15.15659
N 8.53646 6.49273 6.56425
C 5.96616 9.43069 12.54540
O 7.58984 7.54283 8.30001
O 8.10940 8.41825 12.32927
O 8.53736 9.92706 7.78132
O 6.08710 8.34577 10.36062
H 13.67117 8.99418 9.86176
H 7.50390 9.39752 6.09901
O 7.62361 10.89850 10.25860
H 12.42538 11.18565 7.82100
C 8.34434 9.69046 12.92875
C 12.56079 10.11444 7.70172
C 6.80875 8.21379 13.02159
H 9.20243 10.18569 12.62001
H 12.06009 8.21766 10.44690
H 8.32983 4.32978 6.86834
H 9.49548 11.46474 8.66380
O 9.95094 9.16911 10.04243
C 7.05674 10.53357 12.61208
H 6.81536 11.32807 13.42625
H 9.00913 5.58294 4.76495
C 7.10071 8.48722 14.53617
H 12.21329 9.83839 6.71393
O 4.03784 8.97883 11.09658
H 10.39380 10.89390 7.27169
H 6.25905 9.05558 14.99278
C 7.07964 11.42694 11.29967
*
```

Computed properties:
HOMO-LUMO gap = 6.844 eV
HOMO = -7.481 eV

These are the Löwdin partial charges, in e, on atoms 1 to 5:
1. H 0.11
2. C 0.00
3. C 0.04
4. C -0.34
5. C -0.12

Record 6
Here is a cluster of 3 separate species, C16H25F6N2O10 in total at a distorted geometry from OMol25. Energies are from ωB97M-V/def2-TZVPD.

ORCA input file:
```
! wB97M-V def2-TZVPD RIJCOSX def2/J DEFGRID3
* xyz 1 1
C 4.69235 4.44269 -6.53299
C -4.43182 0.67271 4.41216
H 2.88232 -5.54766 -3.10101
H 4.39284 -5.36514 -2.14456
C -0.71088 -0.21444 5.11983
H 0.95681 3.06737 -2.24133
H -2.75345 -0.37806 5.97490
F -0.93564 -0.99226 0.34979
H 2.09606 0.94444 -4.37227
H -0.61654 -1.12108 2.80640
C -2.19931 0.37569 5.29429
C -1.39933 -1.63765 3.45761
H -0.09445 -0.09514 6.08883
H 2.34065 -0.42043 -5.47344
O 0.04033 3.05636 -1.85123
F -3.55663 -0.60643 -0.56420
H -5.47475 2.42500 4.68708
O 3.17217 1.33545 -6.10799
F -0.99786 1.01605 1.56916
H -3.57043 -1.69331 3.95037
H 2.21506 -2.08750 0.66844
H 4.36491 -4.95518 -3.86695
H 4.04865 5.08277 -5.92555
H -4.46332 2.06324 5.95435
H -2.71049 1.14310 3.37361
O 4.05158 3.19706 -6.80524
C -1.55830 0.30108 0.45981
H 5.65360 4.28201 -6.03994
F -2.33407 1.84672 -1.40844
C -3.12463 0.00125 0.66150
H -5.08853 0.59432 3.48289
H -1.49075 -2.72075 3.07339
H 0.70653 -2.26960 -0.29105
H 3.70028 0.14160 -4.48879
H 1.54668 -0.71301 -0.22632
F -3.91662 1.16001 0.88107
C -1.26879 1.04296 -0.94098
H -4.79813 -0.07958 5.20832
C 1.68729 -1.79427 -0.24254
H -0.14875 0.34853 4.29852
C 3.76798 2.47235 -5.71128
N -2.99518 0.35938 3.99112
H -2.14038 1.42077 5.75623
C -2.88435 -1.00097 3.32681
O 1.10157 1.70066 -0.30615
C 3.78077 -4.94623 -2.94618
O 2.45758 -2.11702 -1.39620
F -1.07574 0.01412 -1.92513
C 0.06505 1.93268 -0.96123
O 2.34545 -4.30857 -0.80138
O -4.28956 -1.94945 1.55747
O 3.43646 -3.59049 -2.66118
H 4.87255 4.94010 -7.48651
C 2.81344 0.46152 -5.04019
O 4.00593 2.78727 -4.56933
O -0.88458 -1.64351 4.81352
C 2.70961 -3.42982 -1.54391
C -3.46161 -1.03901 1.83517
N -4.52963 2.08729 4.92090
*
```

Computed properties:
HOMO-LUMO gap = 8.033 eV
HOMO = -12.429 eV

These are the Löwdin partial charges, in e, on atoms 1 to 5:
1. C -0.04
2. C -0.18
3. H 0.10
4. H 0.10
5. C -0.13

Record 7
Here is the molecule C5H8O2 at a distorted geometry from OMol25. Energies are from ωB97M-V/def2-TZVPD.

ORCA input file:
```
! wB97M-V def2-TZVPD RIJCOSX def2/J DEFGRID3
* xyz 0 1
H 1.63288 -1.12891 1.01799
C 0.68929 -0.92795 1.53479
C 0.51291 0.00860 -1.30851
C -0.15016 -1.24078 -0.82728
H 0.83278 -0.00353 2.11053
O -0.45766 -2.30452 -1.24706
C 0.23186 0.76166 -0.00538
H 0.07729 0.42694 -2.22102
H -0.64738 2.58701 -0.35562
H 1.57632 -0.20406 -1.48998
H -1.77460 1.25962 -0.77028
C -1.00090 1.59244 -0.05774
H 0.34966 -1.74718 2.14915
O -0.41246 -0.77915 0.53743
H -1.45982 1.69980 0.93298
*
```

Computed properties:
HOMO-LUMO gap = 8.380 eV
HOMO = -7.474 eV

These are the Löwdin partial charges, in e, on atoms 1 to 5:
1. H 0.10
2. C -0.02
3. C -0.10
4. C -0.39
5. H 0.09

Record 8
Here is the molecule C7H14NPS at a distorted geometry from OMol25. Energies are from ωB97M-V/def2-TZVPD.

ORCA input file:
```
! wB97M-V def2-TZVPD RIJCOSX def2/J DEFGRID3
* xyz 0 1
H -1.54749 -2.57927 -2.08090
H 0.50170 -3.18778 3.04690
H 0.25582 -1.53496 3.55295
C 0.84023 -2.19243 2.94804
P -1.10047 -0.25186 -1.04561
H 1.25287 -0.73149 -0.51518
H 1.26035 -2.24689 0.76854
C 0.80801 -1.69036 1.57035
H 0.29187 0.59487 -3.16940
H 1.74828 -2.11100 3.43274
C -0.35864 4.07425 0.45016
C 0.50181 -0.02841 -0.02757
C -0.13350 2.76767 0.48001
C -0.79782 -2.07379 -1.53558
H -0.56693 -2.67100 -0.60125
S 1.21514 1.83625 -0.00478
H -1.42105 0.69365 -3.31894
H -1.02079 2.13985 0.64884
H 0.16325 -2.07208 -1.95350
H -1.34594 4.40170 0.72724
N 0.44673 -0.49179 1.31601
H -0.72519 1.83221 -2.11757
H 0.31909 4.74989 -0.00718
C -0.58735 0.77277 -2.56433
*
```

Computed properties:
HOMO-LUMO gap = 9.033 eV
HOMO = -8.190 eV
SMILES string = C=CS[C@@H](/N=C/C)P(C)C

These are the Löwdin partial charges, in e, on atoms 1 to 5:
1. H 0.01
2. H 0.07
3. H 0.08
4. C -0.06
5. P 0.88